Below is a structure of composition C15H45F2K2NO24P5S2 in a non-equilibrium geometry, with properties calculated with ωB97M-V/def2-TZVPD.

Each line ends with the Löwdin charge.
Geometry (Å):
K  -2.83  0.07  3.47  0.87
K  -1.23  2.76  2.07  0.85
N  -1.60  0.22  1.02  -0.45
S  -0.43  -0.98  0.66  0.62
O  0.86  -0.56  0.10  -0.27
O  -0.85  -2.36  0.32  -0.25
F  0.03  -1.07  2.24  -0.24
S  -2.20  0.13  -0.43  0.44
O  -3.07  -0.97  -0.84  -0.24
O  -1.41  0.81  -1.42  -0.25
F  -3.23  1.36  -0.24  -0.23
C  3.44  -1.85  -1.73  -0.15
O  2.85  -2.77  -2.55  -0.19
P  2.95  -4.31  -2.14  0.43
O  2.20  -5.23  -3.05  -0.25
O  4.56  -4.56  -2.15  -0.25
C  5.16  -5.90  -1.92  -0.05
O  2.59  -4.31  -0.57  -0.24
C  1.27  -4.78  -0.17  -0.07
H  2.66  -1.25  -1.25  0.06
H  4.12  -1.32  -2.40  0.10
H  3.98  -2.18  -0.84  0.09
H  5.46  -5.80  -0.87  0.08
H  6.00  -6.18  -2.56  0.09
H  4.36  -6.64  -1.91  0.08
H  1.18  -5.87  -0.14  0.09
H  0.62  -4.28  -0.89  0.08
H  0.99  -4.47  0.84  0.07
C  1.59  4.31  5.18  -0.06
O  2.45  3.19  4.94  -0.17
P  2.10  2.22  3.80  0.44
O  1.85  2.85  2.50  -0.25
O  3.32  1.14  3.74  -0.21
C  3.55  0.43  2.55  -0.09
O  0.85  1.25  4.41  -0.27
C  0.98  0.47  5.61  -0.10
H  2.16  5.23  4.99  0.10
H  1.12  4.38  6.16  0.10
H  0.79  4.46  4.44  0.07
H  3.37  1.08  1.70  0.08
H  2.94  -0.47  2.64  0.09
H  4.61  0.16  2.43  0.10
H  0.96  -0.62  5.59  0.09
H  0.29  0.69  6.43  0.09
H  1.98  0.66  6.00  0.09
C  1.17  6.28  -3.07  -0.08
O  1.75  5.19  -2.32  -0.22
P  2.92  4.25  -2.83  0.42
O  4.22  4.96  -3.11  -0.25
O  2.96  3.09  -1.73  -0.21
C  1.81  2.32  -1.37  -0.09
O  2.28  3.55  -4.15  -0.25
C  2.97  2.54  -4.91  -0.08
H  0.84  5.90  -4.04  0.08
H  1.89  7.02  -3.40  0.09
H  0.26  6.77  -2.75  0.08
H  1.55  2.58  -0.34  0.07
H  2.07  1.27  -1.42  0.07
H  0.94  2.45  -2.00  0.09
H  2.31  2.40  -5.77  0.10
H  3.06  1.61  -4.35  0.08
H  4.01  2.81  -5.08  0.09
C  -4.74  -4.51  5.94  -0.08
O  -3.84  -3.78  5.06  -0.23
P  -2.28  -3.34  5.43  0.50
O  -1.80  -2.05  4.87  -0.35
O  -2.17  -3.43  7.03  -0.22
C  -0.87  -3.23  7.59  -0.08
O  -1.45  -4.63  4.85  -0.22
C  -1.08  -4.62  3.46  -0.08
H  -5.35  -3.77  6.45  0.09
H  -4.15  -5.12  6.62  0.09
H  -5.47  -5.19  5.50  0.09
H  -0.88  -3.69  8.58  0.11
H  -0.82  -2.14  7.70  0.08
H  -0.02  -3.42  6.94  0.09
H  -1.83  -5.15  2.88  0.10
H  -0.16  -5.18  3.35  0.09
H  -0.90  -3.60  3.12  0.06
C  -4.71  4.89  -5.68  -0.09
O  -4.11  3.55  -5.68  -0.27
P  -5.07  2.24  -6.00  0.56
O  -6.54  2.49  -5.72  -0.27
O  -4.64  1.90  -7.56  -0.22
C  -3.23  1.80  -7.87  -0.12
O  -4.41  0.90  -5.25  -0.23
C  -4.29  0.92  -3.79  -0.09
H  -5.64  4.79  -5.13  0.07
H  -4.91  5.29  -6.67  0.09
H  -4.18  5.65  -5.12  0.08
H  -2.60  2.22  -7.09  0.07
H  -3.01  2.39  -8.76  0.09
H  -2.80  0.81  -8.02  0.09
H  -4.59  0.05  -3.21  0.09
H  -4.63  1.83  -3.30  0.08
H  -3.21  1.04  -3.66  0.07

Computed properties:
HOMO energy: -11.8 eV
frontier orbital gap: 7.370 eV
energy: -173117.15561 eV
net charge: +1